The following is a DFT calculation (wB97M-V/def2-TZVPD) of C4H8N2O2 in the gas phase at a distorted geometry.

Atoms and positions in Å:
H -2.337 -1.647 0.146
H -0.171 1.934 -1.089
H -0.848 2.610 0.320
H 0.522 0.843 1.749
N 0.476 -0.574 0.275
H 1.635 1.312 0.474
C -1.517 0.498 -0.166
C -0.475 1.643 -0.053
N -0.825 -0.668 -0.077
H 1.337 -2.329 -0.562
H 2.355 -1.103 0.262
O -2.744 0.571 -0.209
H 1.799 -0.764 -1.434
O -1.430 -1.928 0.150
C 0.655 0.873 0.671
C 1.568 -1.270 -0.458

Cartesian forces (eV/Å) of the 3 atoms listed first:
H -1.514 0.038 0.035
H -0.034 -0.521 0.550
H -0.037 -0.869 0.606

Values from the calculation:
SMILES: CN1CCC(=O)N1O
E_HOMO: -8.019 eV
strongest force on any atom: 2.2 eV/Å
gap between HOMO and LUMO: 8.87 eV
LUMO level: 0.85 eV